Density functional theory data (ωB97M-V/def2-TZVPD) for C45H69CsNO5P2SSi as an isolated structure at a distorted geometry.

Computed properties:
lowest unoccupied orbital energy	1.680	eV
max |F|	3.051	eV/A
total charge	-1
frontier orbital gap	5.25	eV
energy relative to the best compared isomer or geometry (same formula, charge and spin)	1.3364	eV

Last column: Mulliken charge in e.
Cartesian coordinates (Å):
Cs  12.719  12.754  12.340  0.95
C  7.657  12.166  6.695  -1.38
C  7.325  12.918  7.963  0.37
C  7.819  14.373  7.916  -1.53
P  8.293  12.051  9.384  0.16
C  7.011  12.140  10.786  0.68
C  6.756  13.575  11.323  -1.68
C  7.185  11.212  12.065  -1.20
C  8.103  10.238  9.073  0.80
C  6.876  9.570  8.901  0.06
C  6.853  8.191  8.685  -0.66
C  8.011  7.428  8.869  -0.59
C  9.197  8.050  9.250  -0.13
C  9.342  9.473  9.221  -1.30
N  10.458  10.240  9.294  0.25
C  11.669  9.856  9.908  -0.80
C  11.756  9.173  11.173  -0.21
C  12.972  8.639  11.690  -0.74
C  14.155  9.152  11.158  -0.91
C  14.107  9.897  9.922  -0.24
C  12.903  10.341  9.351  1.08
P  12.662  11.118  7.769  0.07
C  12.750  9.689  6.407  0.07
C  13.486  8.445  6.967  -1.42
C  11.337  9.491  5.877  -1.13
C  14.341  11.955  7.519  0.55
C  14.117  12.773  6.258  -1.43
C  14.909  12.905  8.577  -1.50
H  7.069  12.411  5.844  0.51
H  7.493  11.072  6.884  0.29
H  8.741  12.316  6.424  0.17
H  6.289  12.891  8.171  0.54
H  8.805  14.460  7.412  0.31
H  7.941  14.886  8.874  0.36
H  7.163  14.969  7.343  0.47
H  6.027  11.806  10.408  0.13
H  7.718  14.000  11.741  0.24
H  6.031  13.462  12.140  0.51
H  6.319  14.180  10.533  0.40
H  6.299  10.668  12.324  0.29
H  7.358  11.817  12.999  0.25
H  7.975  10.469  11.899  0.19
H  5.951  10.098  8.912  0.36
H  5.886  7.729  8.302  0.22
H  7.923  6.320  8.774  0.30
H  10.079  7.426  9.518  0.26
H  10.804  8.968  11.671  0.37
H  13.016  7.857  12.432  0.42
H  15.096  8.986  11.621  0.43
H  15.098  10.006  9.434  0.25
H  13.353  10.186  5.637  0.62
H  12.868  7.913  7.707  0.23
H  14.490  8.625  7.327  0.30
H  13.671  7.730  6.106  0.42
H  10.883  8.667  6.446  0.26
H  11.333  9.245  4.821  0.47
H  10.797  10.444  6.052  0.15
H  15.120  11.183  7.304  0.21
H  13.967  13.862  6.511  0.35
H  13.268  12.402  5.651  0.37
H  14.993  12.699  5.581  0.31
H  14.259  13.749  8.655  0.35
H  15.892  13.269  8.175  0.39
H  15.146  12.524  9.611  0.20
O  12.698  13.179  15.186  -0.64
H  12.068  12.713  15.770  0.25
H  12.455  14.177  15.304  0.29
O  11.915  15.729  12.225  -0.62
H  12.171  15.740  13.212  0.33
H  11.752  16.678  12.134  0.25
O  17.734  8.298  22.956  -0.13
C  18.711  8.057  23.500  0.13
C  4.840  8.460  15.689  -0.93
C  5.932  8.267  16.708  -0.58
S  7.446  9.240  16.201  0.32
O  7.068  9.886  14.930  -0.46
C  7.603  10.461  17.610  -0.49
C  6.838  11.738  17.451  -0.98
H  4.066  7.700  15.856  0.36
H  5.194  8.299  14.630  0.24
H  4.489  9.507  15.739  0.22
H  6.364  7.278  16.834  0.41
H  5.630  8.487  17.763  0.32
H  8.687  10.639  17.653  0.33
H  7.365  9.807  18.456  0.38
H  7.302  12.304  16.566  0.22
H  6.878  12.360  18.344  0.37
H  5.757  11.687  17.284  0.26
C  15.190  14.935  14.076  -1.13
C  15.233  16.450  14.601  1.95
C  15.338  17.466  13.431  -1.29
C  16.523  16.601  15.461  -1.77
Si  13.506  16.647  15.542  0.27
O  12.415  15.707  14.886  -1.29
C  12.939  18.506  15.556  0.75
C  13.751  19.653  15.601  -0.13
C  13.209  20.944  15.589  -0.58
C  11.871  21.132  15.743  -0.60
C  11.013  19.983  15.692  -0.45
C  11.561  18.690  15.594  -0.81
C  13.825  16.314  17.355  0.48
C  12.997  15.363  18.037  -0.32
C  13.125  15.106  19.398  -0.72
C  14.312  15.461  19.998  -0.38
C  15.118  16.392  19.344  -0.45
C  14.775  16.954  18.153  -0.28
H  16.192  14.565  13.726  0.36
H  14.530  14.938  13.180  0.00
H  14.727  14.215  14.847  0.28
H  16.243  17.260  12.805  0.42
H  15.323  18.541  13.796  0.18
H  14.453  17.357  12.740  0.21
H  17.384  16.220  14.865  0.49
H  16.468  15.915  16.341  0.42
H  16.687  17.690  15.731  0.21
H  14.822  19.514  15.407  0.18
H  13.976  21.744  15.384  0.28
H  11.414  22.071  15.757  0.40
H  9.935  20.071  15.694  0.38
H  10.941  17.822  15.594  0.41
H  12.182  14.870  17.511  0.19
H  12.327  14.654  19.907  0.45
H  14.620  15.055  20.983  0.34
H  16.115  16.620  19.781  0.27
H  15.524  17.686  17.761  0.31